14
Properties=species:S:1:pos:R:3:forces:R:3 method="wB97M-V/def2-TZVPD" charge=+1 lumo_ev=-3.52 homo_energy_ev=-15.849 smiles="N#CC[NH+]=C(N)N" gap_ev=12.33
N 2.7919 -0.7808 0.7240 0.874 -1.237 0.568
C 2.2384 0.0702 0.2168 -1.597 1.387 -0.793
C 1.3820 1.1390 -0.3294 -1.449 -0.309 1.087
N -0.2074 0.8896 0.0776 1.922 1.583 0.557
C -0.9318 -0.2446 0.0217 3.537 -1.052 -0.188
N -2.0669 -0.4203 0.6531 -0.409 0.175 -0.480
N -0.4014 -1.3426 -0.5318 0.458 2.215 0.409
H 1.8010 2.0961 0.0840 -1.269 -0.692 -0.015
H 1.4670 1.2436 -1.3998 -0.271 -0.326 -0.322
H -0.5182 1.5748 0.7869 0.324 -0.591 -0.736
H -2.5553 -1.2914 0.4388 -0.260 0.769 0.531
H -2.5112 0.4409 0.8514 -1.409 0.330 0.510
H -1.0527 -1.9976 -0.8162 -0.752 -1.935 -0.784
H 0.5646 -1.3770 -0.7772 0.299 -0.317 -0.344

***

98
Properties=species:S:1:pos:R:3:forces:R:3 method="wB97M-V/def2-TZVPD" lumo_ev=-0.72 homo_energy_ev=-10.445 smiles="C[C@H]1COC(=O)O1.C[C@H]1COC(=O)O1.C[C@H]1COC(=O)O1.C[C@H]1COC(=O)O1.C[C@H]1COC(=O)O1.C[C@H]1COC(=O)O1.O=C1OCCO1.O=C1OCCO1" gap_ev=9.73
C -0.5714 3.4365 -3.4618 -1.459 -0.397 0.594
C 0.5694 3.4821 -4.4203 0.307 0.316 -0.383
C 0.3411 2.6606 -5.7251 -0.301 0.481 1.612
O 0.5358 3.5929 -6.7834 0.279 -0.483 0.065
C 0.6622 4.8303 -6.2743 -0.310 0.591 0.579
O 0.6774 5.8444 -6.8848 0.219 0.027 -0.595
O 0.7161 4.8081 -4.9234 0.121 0.074 -0.048
H -0.8002 2.4153 -3.1384 0.371 -0.044 0.008
H -1.5192 3.7474 -3.9145 0.250 0.165 -0.373
H -0.4882 4.0527 -2.5664 0.532 0.012 -0.076
H 1.5098 3.2493 -3.9094 -0.058 -0.220 -0.171
H -0.7075 2.3714 -5.6815 0.091 -0.463 -0.505
H 1.0256 1.8194 -5.7113 -0.104 -0.095 -0.734
C -4.1752 4.1041 2.9121 -0.788 0.287 0.115
C -4.4860 3.4513 1.5584 0.589 -0.167 0.594
C -3.9151 2.0239 1.3574 0.257 1.189 0.361
O -5.0645 1.2404 1.1003 1.022 -0.892 -0.193
C -6.1823 1.9558 1.2209 -0.434 0.035 0.450
O -7.2691 1.4973 1.0946 -0.258 0.157 -0.165
O -5.8939 3.2236 1.5503 -0.430 0.358 -0.405
H -4.5874 5.1155 2.9141 0.212 0.094 -0.154
H -3.1493 4.1530 3.2728 0.184 -0.183 -0.524
H -4.7651 3.6035 3.6841 0.164 -0.336 -0.089
H -4.2300 4.0866 0.7093 -0.075 0.124 0.084
H -3.3898 1.7561 2.2705 -0.317 -0.511 0.050
H -3.1865 1.9587 0.5528 -0.238 -0.093 -0.204
C 1.4110 -1.1231 3.0943 -0.322 0.500 -0.025
C 0.8293 -1.7216 4.3497 -0.814 -1.327 -0.685
C 1.6143 -2.7675 5.1418 0.451 0.637 -0.065
O 1.4169 -2.3398 6.4865 0.410 -0.319 0.193
C 0.9249 -1.0810 6.5253 0.397 -0.903 1.414
O 0.8562 -0.4526 7.5341 -0.216 0.239 -0.481
O 0.5197 -0.7229 5.3193 -0.367 0.886 -1.128
H 1.5795 -1.8712 2.3180 0.662 -0.293 0.413
H 2.2580 -0.4960 3.3742 0.343 -0.257 -0.398
H 0.6946 -0.4876 2.5670 -0.228 0.212 0.559
H -0.0526 -2.3103 4.0727 -0.604 0.808 0.030
H 2.6793 -2.7431 4.8955 0.002 -0.223 0.158
H 1.1787 -3.7530 5.0074 0.324 -0.124 0.040
C -2.9083 -1.6501 2.6036 0.419 -0.197 0.203
C -3.1878 -0.9766 3.9648 1.119 -0.692 -1.552
C -2.4115 0.3459 4.2103 -1.472 -1.346 0.089
O -3.4994 1.1777 4.7050 2.426 0.644 0.291
C -4.6611 0.5787 4.5817 -2.289 0.513 0.138
O -5.7075 1.0868 4.8808 0.574 -0.239 -0.142
O -4.5509 -0.6338 4.0443 -0.178 -0.313 -0.078
H -1.8756 -2.0007 2.4984 0.098 0.091 0.504
H -3.0130 -1.0028 1.7332 -0.486 0.262 0.249
H -3.5178 -2.5454 2.4851 -0.243 0.145 0.002
H -2.9726 -1.6797 4.7732 -0.018 -0.037 -0.017
H -1.9830 0.7716 3.3075 0.050 0.104 0.074
H -1.6669 0.0630 4.9468 0.106 1.050 0.279
C 1.1180 -4.2846 -0.2992 0.616 0.238 0.660
C 0.2326 -5.1363 0.6053 -0.368 0.177 -0.265
C 0.4380 -6.6646 0.4436 1.169 0.719 -0.392
O 0.8961 -7.0953 1.7215 -0.898 -0.351 -0.337
C 0.9638 -6.0591 2.5615 1.362 -0.486 0.804
O 1.4173 -6.1657 3.6606 -0.526 0.436 0.009
O 0.6171 -4.9127 1.9713 -0.400 0.442 -0.164
H 1.1782 -3.2284 -0.0252 -0.676 -0.029 0.295
H 0.8341 -4.2886 -1.3495 0.027 -0.443 -0.018
H 2.1470 -4.6082 -0.1155 0.031 -0.300 -0.558
H -0.8181 -4.8633 0.5011 0.005 0.045 0.087
H 1.3022 -6.8078 -0.2107 -0.340 -0.250 -0.331
H -0.4245 -7.2188 0.0868 -0.064 -0.044 0.253
C 3.4723 -2.8214 -5.0764 -0.635 0.914 -0.505
C 1.9790 -2.5447 -5.3527 2.178 -1.243 0.232
C 1.1396 -3.3035 -4.3324 -0.746 -0.652 -1.039
O 0.4349 -2.2519 -3.6678 -0.054 -0.711 0.568
C 0.6822 -1.0676 -4.2552 -0.839 -0.125 -0.842
O 0.0318 -0.0843 -4.0712 0.548 0.103 0.480
O 1.6601 -1.1752 -5.1725 -0.204 0.072 0.116
H 4.0894 -2.4203 -5.8805 0.039 -0.180 -0.032
H 3.5828 -3.9004 -5.0050 0.335 0.014 0.107
H 3.7652 -2.2924 -4.1687 0.032 -0.361 0.214
H 1.7862 -2.8638 -6.3755 -0.422 0.324 -0.025
H 1.6474 -4.0428 -3.7099 0.596 1.061 0.795
H 0.4894 -4.0254 -4.8431 -0.779 0.784 -0.080
O 2.3964 5.0398 1.0953 0.290 -0.588 -0.532
C 3.0274 4.6628 0.1543 -0.299 1.292 1.217
O 2.6241 4.7746 -1.1126 -0.616 -0.151 -1.293
C 3.6065 4.2989 -2.0214 1.051 -0.986 0.835
C 4.7242 3.8079 -1.0553 0.397 0.209 -1.374
O 4.2888 4.2065 0.2161 0.378 -0.482 0.392
H 3.2811 3.4172 -2.5727 -0.549 0.356 -0.206
H 3.9888 5.0531 -2.7030 -0.454 0.293 0.077
H 5.6674 4.2748 -1.3430 0.045 0.115 0.498
H 4.8855 2.7299 -1.1268 -0.215 -0.027 0.332
O -0.9392 0.6853 0.9729 -0.326 -0.425 -0.002
C -0.0511 0.6240 0.1853 0.517 0.533 0.431
O 0.4777 1.7065 -0.4109 0.515 -0.395 -0.530
C 1.4267 1.2217 -1.3659 1.312 1.691 -0.628
C 1.8250 -0.1558 -0.9254 -1.760 0.033 0.912
O 0.6399 -0.4807 -0.1432 -0.406 -1.120 -0.269
H 1.0059 1.3212 -2.3634 -0.279 -0.605 0.018
H 2.3183 1.8536 -1.3975 -0.207 0.310 0.411
H 2.6015 -0.2401 -0.1685 0.601 0.272 -0.551
H 1.9319 -0.8193 -1.7786 0.047 -0.327 0.269

***

22
Properties=species:S:1:pos:R:3:forces:R:3 method="wB97M-V/def2-TZVPD" lumo_ev="-1.25 / -1.58" homo_energy_ev="-8.292 / -8.596" gap_ev="7.05 / 7.02"
C -1.9173 1.8149 1.1469 -1.131 -1.155 -1.263
C -3.2163 1.7506 0.5993 1.969 1.830 1.624
C -0.6987 1.0993 0.8740 2.128 -1.768 -0.273
C -3.6698 1.2574 -0.5550 -0.409 -2.149 -1.732
C 1.4469 -1.8018 1.1909 0.252 -0.445 -0.091
C 2.4363 0.5992 -0.5747 -0.690 -0.438 -0.714
C 0.4174 -1.6435 -1.9383 1.923 3.987 0.230
N -0.3242 0.2262 0.0016 -2.107 1.656 0.661
Si 1.0710 -0.7464 -0.3669 0.137 0.575 1.174
Br -3.5482 -0.5903 -0.9282 -0.128 0.632 -0.002
H -1.6742 2.5094 1.9015 -0.603 1.039 0.783
H -3.8654 2.5702 0.9055 -0.096 0.040 0.448
H 0.0180 1.3687 1.6847 -0.006 -0.022 -0.222
H 0.5761 -2.4071 1.4328 -0.350 -0.149 -0.229
H 2.2374 -2.5654 0.9444 -0.393 0.894 0.555
H 1.6184 -1.2593 2.1652 0.370 -0.286 -1.274
H 3.4441 0.2010 -0.5921 0.222 -0.123 -0.167
H 2.2384 1.1443 -1.5229 0.246 -0.207 0.533
H 2.3903 1.3161 0.2507 -0.191 -0.143 -0.044
H 1.0519 -1.0333 -2.7008 -0.902 -1.697 0.644
H 0.5175 -2.6943 -1.9420 -0.206 -0.952 -0.492
H -0.5495 -1.1160 -1.9766 -0.034 -1.118 -0.150

***

36
Properties=species:S:1:pos:R:3:forces:R:3 method="wB97M-V/def2-TZVPD" lumo_ev=-1.63 homo_energy_ev=-7.899 gap_ev=6.27
C -3.2656 -2.0730 1.2137 -0.125 0.118 -0.053
C -4.3487 -1.2418 0.5885 0.056 -0.080 -0.007
C -5.6354 -1.7360 0.4773 0.031 0.098 -0.055
C -6.6530 -0.9859 -0.0901 -0.171 0.039 -0.045
C -6.3746 0.2847 -0.5567 -0.110 -0.125 0.007
C -5.0944 0.7988 -0.4619 0.217 0.084 -0.029
C -4.0659 0.0517 0.1105 -0.365 -0.015 0.059
N -2.7866 0.5533 0.2831 0.403 -0.160 0.344
C -2.3470 1.7446 -0.4009 -0.271 0.007 -0.173
C -0.9388 2.1527 -0.0174 -0.384 0.046 -0.008
O -0.6291 3.2633 0.3342 -0.015 0.065 0.013
N 0.0442 1.1899 -0.1345 1.270 0.244 0.308
N -0.2004 -0.0432 -0.5624 -0.337 -0.587 -0.358
C 0.6911 -0.9471 -0.7148 -0.651 0.182 -0.045
C 2.1125 -0.9478 -0.5080 1.094 0.147 0.195
C 2.9112 -2.0566 -0.7442 -0.614 0.449 0.054
C 4.2610 -1.8384 -0.4823 0.634 0.674 0.307
C 4.4933 -0.5560 -0.0433 -1.623 -0.584 -0.418
N 5.7096 0.0449 0.3202 0.840 0.168 0.174
O 6.7155 -0.6327 0.2509 0.110 -0.011 0.012
O 5.6564 1.2076 0.6787 0.114 0.172 0.071
S 3.0588 0.3965 0.0529 0.123 -0.701 -0.205
H -2.4745 -2.2928 0.4938 0.124 -0.050 0.004
H -3.6723 -3.0171 1.5666 0.030 -0.061 0.016
H -2.8203 -1.5512 2.0605 0.119 0.007 0.081
H -5.8483 -2.7304 0.8441 0.014 -0.096 0.048
H -7.6501 -1.3919 -0.1649 -0.089 -0.030 -0.007
H -7.1550 0.8831 -1.0032 -0.058 0.052 -0.035
H -4.9007 1.7904 -0.8388 0.041 0.113 -0.039
H -2.0733 -0.1619 0.3118 -0.201 0.112 -0.082
H -2.3596 1.6279 -1.4997 -0.060 0.068 0.079
H -2.9972 2.5820 -0.1336 0.221 -0.055 -0.089
H 0.9850 1.5087 0.1085 -0.418 0.023 -0.038
H 0.2893 -1.8880 -1.0719 0.012 -0.071 -0.014
H 2.5143 -2.9913 -1.0970 -0.109 -0.156 -0.066
H 5.0449 -2.5638 -0.5998 0.147 -0.085 -0.006

***

15
Properties=species:S:1:pos:R:3:forces:R:3 method="wB97M-V/def2-TZVPD" lumo_ev=-0.19 homo_energy_ev=-8.408 smiles="C=NC(=C)C.O" gap_ev=8.21
C 0.6800 1.2569 -0.0624 -0.472 -1.185 0.800
N 0.9257 0.0136 -0.2268 -0.592 0.931 -3.593
C -0.0664 -0.9792 -0.6755 -1.338 -0.358 1.318
C -1.2884 -1.0020 -0.0774 1.753 -0.197 -2.405
C 0.2178 -1.8744 -1.9413 1.120 0.447 1.384
H 1.0021 2.1211 -0.6505 1.702 -0.380 -0.039
H 0.0029 1.6504 0.6833 -1.218 -0.179 0.346
H -1.4842 -0.2398 0.5877 -0.362 1.217 1.911
H -2.1734 -1.4273 -0.5161 0.080 -0.713 -0.132
H -0.3911 -1.5620 -2.8095 0.093 -0.192 0.623
H 1.2923 -1.7819 -2.2472 -0.941 -0.179 0.383
H 0.0036 -2.9235 -1.6188 0.143 0.802 -0.656
O 0.1634 1.9868 3.3816 1.676 0.124 -1.630
H 0.8724 1.8152 2.6797 -1.469 0.101 1.541
H 0.2435 2.9460 3.4933 -0.175 -0.239 0.148

***

44
Properties=species:S:1:pos:R:3:forces:R:3 method="wB97M-V/def2-TZVPD" s2=2.01 multiplicity=3 lumo_ev="0.38 / -1.25" homo_energy_ev="-6.638 / -7.297" gap_ev="7.01 / 6.05"
Au -0.2269 0.3933 -0.0837 -0.227 0.030 0.276
N 1.0108 -1.6539 2.1536 -0.113 0.048 -0.032
P -0.5750 -1.3039 1.6173 0.398 -0.113 -0.192
C -1.5059 -1.0819 3.1507 -0.103 0.045 0.033
C -1.8289 -2.1662 3.9680 -0.033 -0.016 0.016
C -2.4695 -1.9578 5.1786 0.001 0.048 -0.015
C -2.8001 -0.6664 5.5757 0.003 -0.027 -0.008
C -2.4908 0.4143 4.7642 0.029 -0.031 -0.035
C -1.8444 0.2069 3.5524 0.009 0.031 0.023
C -1.1536 -2.8891 0.9655 -0.035 0.017 0.059
C -2.5266 -3.0796 0.8116 -0.027 -0.010 -0.008
C -3.0037 -4.2292 0.2049 0.017 -0.017 -0.011
C -2.1162 -5.1938 -0.2581 -0.020 0.027 0.016
C -0.7510 -5.0027 -0.1171 0.002 0.048 0.035
C -0.2688 -3.8491 0.4898 0.036 -0.054 -0.037
C 2.1046 -0.8147 1.9508 -0.135 0.019 -0.016
C 3.3095 -1.0554 2.6176 -0.024 -0.042 0.014
C 4.3651 -0.2048 2.3833 0.085 0.030 0.014
C 4.2130 0.8631 1.5034 0.010 -0.004 0.006
C 2.9900 1.0238 0.8904 -0.120 -0.104 -0.002
N 1.9566 0.2000 1.1095 0.289 0.059 0.024
H 1.1408 -2.3474 2.8754 -0.033 -0.010 -0.003
H -1.5972 -3.1766 3.6497 0.013 0.020 -0.001
H -2.7186 -2.8009 5.8098 -0.001 0.004 -0.006
H -3.3080 -0.5057 6.5181 0.007 -0.004 -0.006
H -2.7557 1.4184 5.0680 -0.001 -0.007 -0.008
H -1.6070 1.0498 2.9150 0.012 0.005 -0.011
H -3.2237 -2.3244 1.1568 0.012 0.007 -0.001
H -4.0699 -4.3704 0.0847 0.007 0.006 0.002
H -2.4905 -6.0903 -0.7350 -0.005 0.009 0.003
H -0.0573 -5.7488 -0.4826 0.003 0.015 -0.001
H 0.7989 -3.6927 0.5790 -0.001 0.003 0.007
H 3.3991 -1.8921 3.2987 -0.003 0.006 -0.006
H 5.3089 -0.3703 2.8875 -0.007 0.007 -0.010
H 5.0213 1.5495 1.2974 -0.004 -0.007 0.009
H 2.8047 1.8291 0.1917 -0.004 -0.002 0.001
S -2.5848 1.5617 0.2650 -0.035 -0.139 0.048
S -3.4871 1.5894 -1.4998 0.003 0.280 0.100
S -2.9188 0.0396 -2.7317 0.100 -0.237 -0.209
S -1.3601 -0.9784 -2.1032 -0.108 -0.068 0.033
F 1.6256 1.3579 -2.0523 -0.010 0.027 -0.044
C 0.4671 1.8034 -1.4571 -0.008 0.015 0.037
F 0.8027 2.9789 -0.8248 0.013 0.020 -0.035
H -0.2458 2.0397 -2.2478 0.009 0.066 -0.059

***

Quick rundown of maximum force, same order as above: 3.7, 2.5, 4.4, 1.8, 3.8, 0.5 eV/Å
Quick rundown of molar mass, same order as above: 99.12, 788.66, 218.17, 318.36, 87.12, 654.55 Da
Quick rundown of energy relative to the best compared isomer or geometry (same formula, charge and spin), same order as above: 0.781, 1.246, 4.340, 5.953, 4.620, 0.000 eV